# 1
{
  "formula": "C39H39CuN4P2",
  "method": "the ωB97M-V functional and the def2-TZVPD basis",
  "total_charge": 1,
  "homo_lumo_gap_ev": [6.90, 6.45],
  "s_squared": 0.76,
  "spin_multiplicity": 2,
  "symbols": ["Cu", "C", "C", "C", "C", "C", "C", "N", "N", "C", "C", "C", "C", "C", "C", "H", "H", "H", "H", "H", "H", "H", "H", "H", "C", "C", "P", "C", "C", "C", "C", "C", "C", "C", "C", "C", "C", "C", "C", "C", "P", "C", "C", "C", "C", "C", "C", "C", "C", "C", "C", "C", "C", "H", "H", "H", "H", "H", "H", "H", "H", "H", "H", "H", "H", "H", "H", "H", "H", "H", "H", "H", "H", "H", "H", "H", "H", "H", "H", "N", "N", "H", "H", "H", "H"],
  "xyz": [[0.2870, -0.2755, 0.7850], [-0.3819, -5.6798, -1.0752], [-1.0107, -5.6500, 0.1649], [-1.1500, -4.4587, 0.8529], [-0.6584, -3.2770, 0.2991], [-0.0253, -3.3093, -0.9364], [0.1125, -4.5067, -1.6227], [-0.7993, -2.0177, 0.9624], [-1.6177, -2.0134, 1.8990], [-1.7054, -0.8127, 2.6028], [-2.6709, -0.7230, 3.6027], [-2.7459, 0.4259, 4.3677], [-1.8471, 1.4603, 4.1439], [-0.8889, 1.3678, 3.1324], [-0.8097, 0.2355, 2.3430], [-0.2815, -6.6131, -1.6129], [-1.3947, -6.5636, 0.5987], [-1.6330, -4.4247, 1.8187], [0.3200, -2.3902, -1.3893], [0.5961, -4.5179, -2.5908], [-3.3457, -1.5551, 3.7611], [-3.4941, 0.5147, 5.1437], [-1.8831, 2.3477, 4.7632], [-0.2050, 2.1946, 2.9851], [1.3428, 1.1622, -2.8762], [1.8960, 1.7005, -1.5384], [0.8212, 1.8558, -0.0445], [2.0625, 2.5242, 1.1235], [2.6095, 3.7897, 0.8997], [3.6041, 4.2786, 1.7285], [4.0654, 3.5101, 2.7908], [3.5216, 2.2583, 3.0271], [2.5209, 1.7694, 2.1974], [-0.2517, 3.2856, -0.3527], [-0.0465, 4.1564, -1.4185], [-0.9019, 5.2281, -1.6153], [-1.9748, 5.4324, -0.7593], [-2.1815, 4.5714, 0.3091], [-1.3240, 3.5009, 0.5108], [0.1354, 0.2052, -2.8432], [-1.5003, 1.1312, -2.7488], [-2.5586, -0.0550, -1.8437], [-2.6265, -1.4148, -2.1494], [-3.5081, -2.2461, -1.4769], [-4.3289, -1.7288, -0.4815], [-4.2667, -0.3801, -0.1629], [-3.3881, 0.4527, -0.8448], [-2.0790, 0.9240, -4.4835], [-1.3088, 1.5399, -5.4742], [-1.6416, 1.4190, -6.8136], [-2.7683, 0.6976, -7.1853], [-3.5634, 0.1206, -6.2079], [-3.2251, 0.2346, -4.8646], [2.1752, 0.6633, -3.3775], [1.0812, 2.0129, -3.5071], [2.3504, 2.6787, -1.7021], [2.7175, 1.0746, -1.1780], [2.2400, 4.4057, 0.0881], [4.0185, 5.2624, 1.5508], [4.8450, 3.8929, 3.4365], [3.8739, 1.6589, 3.8564], [2.0900, 0.7977, 2.4004], [0.7711, 4.0078, -2.1113], [-0.7350, 5.9006, -2.4463], [-2.6532, 6.2579, -0.9305], [-3.0127, 4.7302, 0.9837], [-1.4967, 2.8186, 1.3346], [0.1920, -0.4645, -1.9823], [0.1415, -0.4029, -3.7483], [-2.0027, -1.8216, -2.9371], [-3.5602, -3.2979, -1.7311], [-5.0222, -2.3783, 0.0378], [-4.9045, 0.0228, 0.6136], [-3.3471, 1.5100, -0.6083], [-0.4424, 2.1294, -5.1950], [-1.0304, 1.9001, -7.5666], [-3.0300, 0.5975, -8.2303], [-4.4561, -0.4248, -6.4863], [-3.8731, -0.2087, -4.1188], [3.0462, -1.3727, 1.5230], [2.1421, -1.3915, 0.4094], [3.8639, -1.9391, 1.3255], [2.5694, -1.7719, 2.3216], [1.9471, -2.3397, 0.0970], [2.6001, -0.9105, -0.3572]],
  "forces_ev_per_angstrom": [[0.071, 0.147, 0.070], [-0.019, 0.002, 0.013], [0.008, -0.013, -0.038], [0.033, 0.134, 0.103], [-0.046, -0.225, -0.123], [-0.032, 0.081, -0.013], [0.009, -0.010, -0.032], [-0.103, -0.138, 0.103], [-0.198, -0.199, -0.158], [0.046, 0.432, 0.267], [-0.020, -0.165, -0.111], [-0.027, 0.103, 0.064], [0.044, -0.043, -0.018], [0.038, -0.100, 0.099], [-0.086, -0.124, -0.181], [0.009, -0.001, 0.020], [0.005, 0.006, 0.000], [-0.015, -0.034, -0.012], [-0.008, 0.059, -0.016], [-0.010, 0.002, 0.004], [0.023, -0.001, 0.017], [0.016, -0.011, 0.005], [-0.021, 0.014, -0.014], [0.054, 0.015, 0.023], [-0.084, -0.028, 0.026], [-0.179, -0.076, -0.033], [0.596, 0.166, -0.070], [-0.029, 0.022, -0.069], [-0.043, 0.022, 0.026], [0.002, 0.015, -0.004], [0.008, -0.017, 0.002], [-0.001, -0.001, -0.008], [-0.108, -0.002, 0.006], [-0.276, -0.208, 0.087], [0.054, 0.030, 0.030], [-0.007, 0.022, -0.009], [-0.011, -0.010, -0.002], [0.014, 0.005, -0.011], [-0.011, -0.049, -0.020], [0.005, 0.293, 0.033], [-0.065, -0.055, -0.010], [0.014, 0.033, -0.060], [0.005, -0.049, 0.050], [0.065, -0.042, 0.014], [0.008, 0.011, 0.022], [0.019, -0.039, 0.037], [0.049, -0.011, 0.043], [0.200, 0.031, 0.067], [-0.030, -0.050, -0.002], [0.005, 0.033, 0.012], [-0.007, -0.007, 0.014], [-0.018, 0.011, 0.007], [-0.072, 0.013, 0.021], [-0.012, 0.033, -0.051], [0.028, 0.026, -0.010], [0.086, -0.006, 0.030], [0.005, -0.042, -0.019], [0.024, 0.001, 0.000], [-0.006, -0.007, -0.005], [-0.012, 0.001, -0.002], [-0.017, 0.006, 0.000], [0.039, 0.021, -0.008], [-0.012, -0.024, -0.013], [-0.011, -0.010, -0.006], [0.021, 0.013, 0.019], [-0.005, -0.008, -0.009], [-0.060, 0.082, -0.124], [-0.005, -0.044, 0.037], [0.004, -0.107, 0.044], [-0.001, -0.013, -0.022], [0.010, 0.004, 0.006], [0.011, 0.007, 0.006], [-0.002, 0.017, -0.015], [0.006, 0.010, -0.001], [0.019, -0.006, -0.022], [0.003, -0.017, 0.005], [-0.009, 0.012, 0.005], [0.003, 0.010, -0.007], [0.061, -0.030, -0.014], [0.053, 0.046, -0.004], [-0.108, 0.168, -0.107], [-0.028, -0.085, 0.021], [-0.034, 0.000, 0.018], [-0.009, -0.024, -0.041], [0.085, -0.029, 0.018]]
}

---

# 2
{
  "formula": "C4H7NO",
  "method": "the ωB97M-V functional and the def2-TZVPD basis",
  "total_charge": 0,
  "homo_lumo_gap_ev": 11.29,
  "symbols": ["C", "C", "C", "O", "C", "N", "H", "H", "H", "H", "H", "H", "H"],
  "xyz": [[-1.1122, 0.7040, 1.0806], [-0.7855, -0.7336, 0.6649], [0.4712, -0.8090, -0.1381], [0.5851, -1.4637, -1.1559], [1.5920, 1.7118, -1.7407], [1.8819, 0.6235, -2.0825], [-2.0370, 0.7172, 1.6636], [-0.3150, 1.1354, 1.6964], [-1.2496, 1.3543, 0.2100], [-1.5836, -1.1859, 0.0695], [-0.6280, -1.3564, 1.5556], [1.3204, -0.1947, 0.2272], [1.7269, -0.3907, -2.0564]],
  "forces_ev_per_angstrom": [[-0.019, 0.059, 0.036], [-0.071, -0.079, -0.024], [-0.092, -0.310, -0.168], [-0.027, 0.145, 0.486], [0.546, -0.973, -0.545], [-0.423, 1.073, 0.345], [0.145, 0.039, -0.066], [-0.125, -0.086, -0.099], [0.027, -0.138, 0.121], [0.057, 0.033, 0.145], [-0.056, 0.060, -0.043], [-0.141, -0.112, -0.024], [0.178, 0.290, -0.165]]
}

---

# 3
{
  "formula": "C8H7NOS",
  "method": "the ωB97M-V functional and the def2-TZVPD basis",
  "total_charge": 0,
  "homo_lumo_gap_ev": [6.92, 7.65],
  "s_squared": 2.02,
  "spin_multiplicity": 3,
  "symbols": ["C", "C", "C", "C", "C", "C", "C", "C", "N", "O", "S", "H", "H", "H", "H", "H", "H", "H"],
  "xyz": [[2.5563, 0.3024, 0.2590], [2.2441, -0.9491, -0.3271], [1.3613, 1.0012, 0.5308], [1.0052, -1.3517, -0.7802], [0.0834, 0.6705, 0.1740], [-0.0120, -0.5089, -0.4946], [-1.0738, 1.5345, 0.6201], [-1.4081, -0.9963, -0.6042], [-2.2524, 1.3532, 0.9702], [-4.1449, 0.1083, -0.2384], [-3.1154, -0.1817, 0.7838], [3.4729, 0.6913, 0.5883], [3.0235, -1.5768, -0.7147], [1.3782, 1.8993, 1.3017], [0.7727, -2.3835, -1.1656], [-0.6094, 2.6084, 0.7573], [-2.1533, -0.2494, -0.9639], [-1.1283, -1.9717, -0.6966]],
  "forces_ev_per_angstrom": [[-4.351, -1.196, -0.418], [2.120, 0.006, -1.700], [1.422, 3.710, 3.099], [1.224, -1.152, 0.834], [0.448, 1.007, 0.302], [-5.770, -0.506, -0.046], [4.194, 1.789, 0.168], [3.972, 3.063, -2.354], [-2.373, -1.496, -0.448], [0.151, -0.077, 0.415], [-1.813, 2.090, 2.542], [1.166, -0.025, 0.209], [0.785, -0.324, 0.516], [0.463, -1.427, -1.874], [0.647, 1.307, 0.192], [-1.287, -1.648, -0.057], [0.970, -1.787, -0.626], [-1.970, -3.337, -0.755]]
}

---

# 4
{
  "formula": "C4H8FN",
  "method": "the ωB97M-V functional and the def2-TZVPD basis",
  "total_charge": 0,
  "homo_lumo_gap_ev": 9.90,
  "symbols": ["C", "C", "C", "C", "N", "F", "H", "H", "H", "H", "H", "H", "H", "H"],
  "xyz": [[0.5998, 0.8670, 1.9363], [0.3544, 0.0941, 0.9136], [0.7529, -0.2528, -1.3702], [-1.5525, -0.2286, -0.5377], [-0.1719, -0.2978, -0.2242], [1.3183, -1.6320, 1.2935], [1.1992, 0.6538, 2.8733], [0.2966, 1.9801, 1.7957], [1.3512, -1.1760, -1.4002], [0.0490, -0.0044, -2.2504], [1.3306, 0.7171, -1.0715], [-1.7321, -1.1643, -1.1256], [-2.0927, -0.1781, 0.4138], [-1.7029, 0.6220, -1.2465]],
  "forces_ev_per_angstrom": [[0.250, 2.169, 0.258], [0.605, -3.422, 0.440], [-0.530, 2.412, 0.280], [-0.627, -0.809, -0.814], [1.797, 1.638, 1.390], [-0.840, 2.018, -0.187], [-1.043, -0.239, -1.575], [0.400, -1.987, 0.222], [-0.200, 0.582, -0.308], [1.713, -0.735, 0.935], [-0.171, -1.987, -1.476], [-0.600, 0.689, 0.654], [-0.366, 0.029, -0.635], [-0.388, -0.359, 0.816]]
}

---

Max |F| per entry: 0.01212; 0.02415; 0.11264; 0.06813 Eh/bohr
E per entry: -110246.7087; -7797.3381; -22775.6265; -8481.5106 eV